No. 1
The following is a quantum chemistry calculation of 5 unconnected molecules or ions with the total composition C29H44N2O12, from the Open Molecules 2025 dataset.

Output
- SMILES string = C#CCCCc1cnc2ccccc2n1.CCOC(=O)OC.CCOC(=O)OC.CCOC(=O)OC.CCOC(=O)OC
- highest occupied orbital energy (Eh) = -0.330
- total energy (eV) = -58336.2692
- F_max (eV/Å) = 0.96
- charge = 0
- Kohn-Sham gap (eV) = 9.00
- LUMO level (eV) = 0.02

The geometry in XYZ format:
```
87
C29H44N2O12 the ωB97M-V functional and the def2-TZVPD basis
C -4.4385 6.6660 -0.0998
C -4.8190 5.5515 -0.2910
C -5.1919 4.1579 -0.4082
C -5.0969 3.6649 -1.8576
C -3.7263 3.9289 -2.5028
C -2.6426 3.3221 -1.6586
C -1.6688 4.1420 -1.0463
N -0.7127 3.6947 -0.2793
C -0.7148 2.3364 -0.0927
C 0.2627 1.7480 0.7257
C 0.2906 0.4093 0.9328
C -0.6605 -0.4290 0.3213
C -1.6104 0.1241 -0.4797
C -1.6591 1.5082 -0.7034
N -2.6420 2.0232 -1.5092
H -4.2915 7.7153 -0.1144
H -6.2111 4.0203 -0.0610
H -4.5584 3.5698 0.2507
H -5.2844 2.5992 -1.8646
H -5.8542 4.1731 -2.4464
H -3.7229 3.3931 -3.4456
H -3.5720 4.9904 -2.6450
H -1.7247 5.2075 -1.2150
H 1.0061 2.3563 1.2119
H 1.0287 -0.0446 1.5741
H -0.6768 -1.4983 0.4506
H -2.3497 -0.4923 -0.9624
C 2.1138 -5.9343 3.9667
C 3.3579 -5.1712 3.5649
O 3.5435 -5.1578 2.1393
C 2.7514 -4.3300 1.4637
O 1.9425 -3.5728 1.9350
O 3.0416 -4.4445 0.1666
C 2.2272 -3.6348 -0.6845
H 2.1376 -6.9444 3.5551
H 2.0463 -5.9977 5.0525
H 1.2135 -5.4466 3.5958
H 4.2401 -5.6663 3.9671
H 3.3475 -4.1511 3.9476
H 2.2597 -2.5907 -0.3806
H 1.2003 -3.9970 -0.6765
H 2.6229 -3.7200 -1.6925
C 7.1509 -7.9976 8.1952
C 7.9936 -6.7408 8.1498
O 8.6342 -6.5664 6.8770
C 7.8503 -6.1310 5.8945
O 6.6839 -5.8464 5.9861
O 8.5823 -6.0502 4.7838
C 7.8497 -5.6490 3.6231
H 7.7513 -8.8681 7.9274
H 6.7468 -8.1439 9.1967
H 6.3183 -7.9402 7.4960
H 8.8073 -6.8117 8.8688
H 7.4094 -5.8536 8.3936
H 7.3295 -4.7095 3.7958
H 7.1391 -6.4236 3.3387
H 8.5786 -5.5175 2.8291
C -1.3044 -5.5870 -5.9843
C -0.3316 -4.5206 -6.4402
O 0.6575 -4.2302 -5.4410
C 1.6298 -5.1307 -5.3176
O 1.7699 -6.1253 -5.9791
O 2.4443 -4.7256 -4.3406
C 3.5057 -5.6379 -4.0489
H -1.7649 -5.3022 -5.0373
H -2.0883 -5.7246 -6.7290
H -0.8027 -6.5419 -5.8363
H -0.8565 -3.5808 -6.6002
H 0.1575 -4.7931 -7.3752
H 4.0817 -5.8731 -4.9408
H 3.1053 -6.5508 -3.6108
H 4.1532 -5.1510 -3.3248
C -5.3101 13.4673 -1.6990
C -6.5204 13.0021 -0.9178
O -7.2883 12.0288 -1.6413
C -6.7777 10.8006 -1.6699
O -5.7739 10.4337 -1.1144
O -7.5974 10.0267 -2.3813
C -7.1416 8.6802 -2.5246
H -5.6106 13.8429 -2.6781
H -4.7967 14.2630 -1.1595
H -4.6054 12.6526 -1.8576
H -7.2012 13.8352 -0.7545
H -6.2426 12.6023 0.0573
H -6.9394 8.2324 -1.5540
H -6.2457 8.6511 -3.1431
H -7.9361 8.1263 -3.0162
```



No. 2
The following is a quantum chemistry calculation of a molecular structure, C29H44N8OS2Sc, from the Open Molecules 2025 dataset.

Output
- energy relative to the best compared isomer or geometry (same formula, charge and spin) (kJ/mol) = 110.7
- highest occupied orbital energy (Eh) = -0.382
- total energy (eV) = -87125.3005
- F_max (eV/Å) = 0.69
- charge = +1
- Kohn-Sham gap (eV) = 8.23
- LUMO level (eV) = -2.17

The geometry in XYZ format:
```
85
C29H44N8OS2Sc the ωB97M-V functional and the def2-TZVPD basis
Sc 0.3433 0.0894 0.7845
C 3.4434 -0.4583 2.8743
C 3.5423 -0.9480 1.4374
N 2.3091 -1.5917 0.9091
C 2.2841 -3.0298 1.2763
C 1.3216 -3.4030 2.3832
N -0.0362 -3.3109 1.8919
C -1.0571 -3.7893 2.8113
C -1.5357 -2.7103 3.7662
C -2.2149 -1.5381 3.0690
N -1.3366 -0.4014 2.7283
C -0.8893 0.3363 3.9223
C 0.6098 0.2535 4.0753
N 1.2606 0.8078 2.8772
C 2.7314 0.8763 3.0381
H 4.4637 -0.3131 3.2377
H 3.0096 -1.2214 3.5251
H 4.3700 -1.6591 1.3502
H 3.7830 -0.1066 0.7974
H 2.4065 -1.5570 -0.1042
H 3.2919 -3.3402 1.5654
H 2.0277 -3.6116 0.3859
H 1.4494 -2.7348 3.2391
H 1.5770 -4.4140 2.7368
H -0.0935 -3.8263 1.0222
H -0.7224 -4.6700 3.3783
H -1.9140 -4.1116 2.2124
H -0.7144 -2.3537 4.3946
H -2.2503 -3.1709 4.4521
H -3.0186 -1.1640 3.7138
H -2.6834 -1.8815 2.1441
H -1.9154 0.2509 2.1989
H -1.3698 -0.0472 4.8264
H -1.1921 1.3843 3.8269
H 0.9162 -0.7888 4.1787
H 0.9376 0.7864 4.9753
H 0.9451 1.7758 2.7905
H 2.9538 1.2920 4.0269
H 3.1037 1.5767 2.2913
C -0.0233 0.6888 -3.7691
C 0.5341 0.6636 -2.3758
N -0.2189 0.6920 -1.3243
N -1.5761 0.9305 -1.5766
C -2.1278 1.5781 -0.6152
S -1.3687 2.1045 0.8696
S -3.8385 1.9948 -0.8977
C -3.5172 3.7571 -1.2609
C -2.5180 3.9424 -2.3657
C -1.2167 4.3228 -2.0557
C -0.2634 4.4616 -3.0575
C -0.6093 4.2269 -4.3793
C -1.9097 3.8491 -4.6966
C -2.8554 3.7035 -3.6947
C 1.9958 0.7466 -2.2133
C 2.8230 0.7174 -3.3490
C 4.1489 1.0846 -3.2914
C 4.6703 1.5541 -2.0857
C 3.8861 1.5937 -0.9533
C 2.5604 1.1365 -0.9805
O 1.8727 1.0926 0.1509
H -1.1044 0.6294 -3.7609
H 0.2656 1.6104 -4.2761
H 0.3931 -0.1455 -4.3356
H -4.4971 4.1670 -1.5067
H -3.1717 4.2305 -0.3427
H -0.9481 4.5060 -1.0225
H 0.7442 4.7659 -2.8034
H 0.1258 4.3523 -5.1642
H -2.1871 3.6786 -5.7288
H -3.8661 3.4017 -3.9432
H 2.4050 0.4193 -4.2994
H 4.7648 1.0441 -4.1783
H 5.6972 1.8930 -2.0366
H 4.2789 1.9628 -0.0144
C -3.4606 -1.7111 -2.5111
N -2.7600 -2.5205 -1.5060
C -3.2781 -3.8482 -1.1885
C -1.8428 -1.9754 -0.7595
N -1.0337 -1.4791 -0.0952
H -3.4295 -2.2307 -3.4688
H -2.9678 -0.7451 -2.5989
H -4.4973 -1.5665 -2.2063
H -3.3266 -4.4389 -2.1025
H -4.2764 -3.7753 -0.7543
H -2.6129 -4.3429 -0.4847
```



No. 3
The following is a quantum chemistry calculation of 2 unconnected molecules or ions with the total composition C29H45F2N2O9 at a distorted geometry, from the Open Molecules 2025 dataset.

Output
- highest occupied orbital energy (Eh) = -0.400
- total energy (eV) = -57632.8280
- F_max (eV/Å) = 3.48
- charge = +1
- Kohn-Sham gap (eV) = 6.05
- LUMO level (eV) = -4.82

The geometry in XYZ format:
```
87
C29H45F2N2O9 the ωB97M-V functional and the def2-TZVPD basis
C 8.1306 1.6900 0.5909
C 6.8216 2.5687 0.5217
O 6.2972 2.7429 1.8599
C 4.9743 2.2033 1.9469
C 5.0002 0.6213 1.9243
C 3.5402 -0.0072 1.7873
C 2.9337 0.1750 0.3189
C 2.5175 -1.1942 -0.3365
N 1.0869 -1.3724 -0.6990
C 0.1088 -1.4715 0.1681
N 0.5312 -1.3190 1.5431
C 0.4861 -2.4766 2.3702
O 0.0483 -2.5934 3.4533
F 0.9831 -3.6365 1.7768
C 0.2673 -0.0714 2.1604
O 0.3676 0.2239 3.2921
F -0.0858 0.9642 1.2888
C -1.2498 -1.7987 -0.5318
C -1.5427 -3.3518 -0.1049
C -2.3242 -3.5172 1.2600
O -2.0813 -4.8374 1.7738
C -2.0245 -4.8593 3.1706
O -1.3836 -5.7217 3.6988
C -2.5981 -1.0713 -0.2071
C -2.9175 0.2701 -0.9800
C -2.6465 1.6122 -0.1795
O -4.2861 0.3508 -1.4493
C -5.2324 0.2020 -0.3850
C -6.3971 1.2437 -0.3802
C -6.2687 2.3500 0.6111
C -7.2799 3.3904 0.7995
C -8.4931 3.3425 -0.0382
C -8.6297 2.2576 -1.0382
C -7.5977 1.2039 -1.2148
C -0.7471 -2.0099 -2.0170
O -1.6743 -1.7990 -3.0758
C 0.7807 -1.5072 -2.1676
C 0.6614 -0.2270 -3.0649
C 1.9852 0.5824 -3.3555
C 3.2479 -0.3148 -3.7161
O 2.2634 1.5933 -2.3670
H 8.7729 1.9786 -0.2938
H 8.6905 1.8417 1.5555
H 7.9291 0.5870 0.4906
H 6.0903 2.0417 -0.1510
H 6.9871 3.5996 0.1071
H 4.3069 2.5211 1.0939
H 4.5321 2.5075 2.9303
H 5.3871 0.2423 2.9198
H 5.6759 0.1732 1.1437
H 2.9144 0.4931 2.5835
H 3.6430 -1.0817 2.1008
H 2.1444 0.9679 0.3389
H 3.7862 0.6077 -0.2892
H 2.7441 -2.0024 0.4269
H 3.1723 -1.4644 -1.2150
H -2.2326 -3.7401 -0.9128
H -0.5568 -3.8834 -0.1010
H -3.4243 -3.3934 1.0129
H -2.1070 -2.6935 2.0073
H -2.5544 -4.1097 3.8308
H -3.4307 -1.7811 -0.4930
H -2.6091 -0.8259 0.8950
H -2.2831 0.3183 -1.9124
H -1.7944 2.1583 -0.6871
H -2.4637 1.4800 0.9217
H -3.5219 2.3246 -0.2561
H -5.7209 -0.8176 -0.5160
H -4.8079 0.1970 0.6561
H -5.3684 2.3893 1.2866
H -7.0979 4.1703 1.5865
H -9.2888 4.1167 0.1216
H -9.5792 2.2688 -1.6262
H -7.7282 0.3736 -1.9453
H -0.5776 -3.1327 -2.0893
H -1.3368 -2.3297 -3.8247
H 1.3462 -2.3852 -2.5829
H 0.3208 -0.5831 -4.0843
H -0.1087 0.5094 -2.7135
H 1.7724 1.1701 -4.3044
H 3.7981 0.0534 -4.6261
H 3.9903 -0.2375 -2.8611
H 3.0113 -1.4067 -3.8347
H 3.2240 1.6408 -2.2273
O 2.6252 3.7066 2.1065
H 2.2395 3.4446 2.9518
H 1.9152 3.5545 1.4709
```